[1]
295
Properties=species:S:1:pos:R:3:forces:R:3 method="wB97M-V/def2-TZVPD" charge=0 multiplicity=1
O -0.139 -28.049 16.674 1.131 -0.141 0.537
S 1.209 -28.158 17.206 -0.224 -1.327 0.248
O 1.434 -28.852 18.480 -0.204 1.418 -1.755
O 2.118 -29.026 16.082 0.259 2.330 1.865
C 1.527 -30.031 15.334 -1.563 -1.513 -1.702
C 2.196 -31.387 15.561 0.590 0.996 0.923
C 1.966 -26.481 17.117 -0.111 -1.476 0.324
H 1.584 -29.770 14.277 0.412 0.221 -0.181
H 0.449 -30.101 15.475 -0.097 0.078 0.596
H 2.289 -31.466 16.644 -0.077 -0.395 0.148
H 3.217 -31.306 15.190 -0.054 -0.333 -0.250
H 1.687 -32.271 15.177 -0.085 0.327 -0.223
H 1.719 -25.873 17.988 -0.542 -0.438 0.095
H 1.510 -26.077 16.213 0.636 0.143 -0.056
H 3.043 -26.630 17.192 0.000 0.144 -0.749
O -1.205 -22.251 15.898 1.451 -1.080 -0.458
S 0.150 -22.758 15.725 -0.372 -1.239 -1.243
O 0.387 -24.140 15.171 -0.640 3.548 1.209
O 0.978 -21.634 14.852 -0.038 -2.080 2.982
C 0.848 -21.533 13.487 0.029 2.971 -3.097
C 0.094 -20.197 13.188 -1.185 -1.535 -0.201
C 1.013 -22.535 17.256 0.142 0.267 -0.225
H 0.473 -22.380 12.912 -0.255 -0.250 0.564
H 1.807 -21.274 13.039 0.606 -0.826 0.431
H 0.047 -19.972 12.123 0.660 -0.041 -0.017
H 0.509 -19.365 13.756 -0.067 -0.156 -0.080
H -0.960 -20.388 13.393 -0.185 0.464 0.608
H 0.703 -21.547 17.597 0.192 -0.006 -0.004
H 2.087 -22.601 17.085 -0.142 -0.004 0.035
H 0.703 -23.274 17.995 -0.128 -0.105 -0.343
O 7.424 -22.237 10.313 0.516 0.652 -2.530
S 7.664 -21.746 8.941 -0.487 -0.506 -0.485
O 7.028 -20.496 8.504 1.339 -2.435 0.776
O 9.247 -21.597 8.647 -1.651 1.325 -0.623
C 10.140 -22.603 8.992 2.542 -1.190 1.308
C 11.378 -22.712 8.044 -0.820 0.809 0.548
C 7.426 -23.109 7.640 -0.587 0.808 0.881
H 9.744 -23.606 9.151 -0.751 0.052 -0.453
H 10.484 -22.342 9.993 0.318 -0.005 0.101
H 11.981 -21.806 8.102 -0.229 0.199 -0.143
H 11.075 -22.867 7.009 0.082 -0.157 0.048
H 12.056 -23.492 8.393 -0.355 -0.293 -0.056
H 8.260 -23.811 7.648 -0.068 0.205 0.334
H 7.381 -22.634 6.660 0.005 0.266 0.234
H 6.493 -23.639 7.835 -0.004 0.063 0.111
O 4.486 -17.619 15.213 -0.272 -1.081 -1.385
S 4.219 -18.668 14.247 1.427 -0.448 0.041
O 3.136 -18.578 13.290 0.735 0.019 0.774
O 5.663 -18.929 13.428 -1.853 1.018 2.101
C 5.656 -19.844 12.371 -0.068 -0.729 -2.030
C 5.225 -19.234 11.041 1.253 0.120 -0.896
C 4.139 -20.262 15.120 -0.027 1.078 -1.034
H 5.108 -20.780 12.476 -0.695 0.264 0.907
H 6.666 -20.252 12.318 0.249 0.476 -0.186
H 4.343 -18.595 10.992 -0.175 -0.511 0.467
H 5.206 -20.023 10.289 -0.644 -0.254 0.111
H 6.026 -18.650 10.587 0.243 0.466 0.428
H 3.260 -20.196 15.761 0.236 -0.223 0.094
H 5.109 -20.383 15.602 -0.361 -0.007 0.214
H 4.019 -20.987 14.315 -0.134 -0.199 0.273
O -3.267 -23.059 11.179 -1.363 -0.542 2.555
S -3.743 -23.333 12.546 0.157 -0.208 1.212
O -4.204 -22.274 13.456 1.346 -1.120 -1.679
O -5.032 -24.343 12.515 1.499 0.438 -0.896
C -5.457 -24.902 13.767 -0.740 -0.504 0.497
C -6.911 -25.255 13.553 -1.125 -0.046 -0.202
C -2.429 -24.375 13.433 -1.060 1.292 -0.227
H -5.332 -24.223 14.611 0.119 0.296 -0.280
H -4.905 -25.819 13.975 0.324 0.087 -0.069
H -7.401 -24.457 12.995 0.171 -0.088 -0.348
H -7.584 -25.359 14.404 0.694 0.089 0.696
H -7.043 -26.209 13.042 0.220 0.174 -0.422
H -1.674 -23.632 13.692 0.165 -0.181 -0.475
H -2.099 -25.226 12.838 -0.105 0.292 -0.219
H -2.784 -24.704 14.410 -0.446 0.002 -0.210
O 4.323 -16.854 4.521 0.981 -1.804 0.625
S 5.152 -17.968 4.965 -1.104 0.337 0.406
O 6.064 -17.792 6.076 -0.822 -0.343 -0.735
O 4.089 -19.246 5.310 2.409 1.211 -0.255
C 4.661 -20.245 6.258 -0.875 0.385 -0.437
C 4.001 -21.594 5.982 -0.014 0.717 -0.290
C 6.082 -18.577 3.549 -0.637 0.263 0.135
H 4.445 -19.840 7.247 -0.206 -0.278 0.112
H 5.749 -20.307 6.233 0.012 0.157 -0.471
H 4.317 -22.227 6.811 -0.365 -0.450 -0.205
H 4.237 -22.015 5.005 0.847 -0.062 0.115
H 2.920 -21.521 5.858 -0.090 0.165 0.867
H 5.426 -18.355 2.708 0.047 -0.482 -0.066
H 6.306 -19.634 3.693 -0.085 0.120 -0.136
H 6.991 -17.991 3.413 -0.076 0.019 0.416
O 3.464 -23.934 18.614 0.813 0.295 -0.121
S 4.877 -24.047 18.853 2.952 -0.482 -1.146
O 5.568 -25.318 18.633 -1.270 1.593 0.113
O 5.672 -22.887 17.868 -4.331 -1.770 1.246
C 7.023 -22.699 18.020 2.385 -0.206 0.682
C 7.305 -21.233 17.680 -0.237 -1.176 -0.313
C 5.309 -23.461 20.481 -0.248 0.024 0.261
H 7.557 -23.427 17.409 0.089 0.343 -0.655
H 7.394 -23.000 19.000 -0.236 0.348 0.574
H 6.860 -20.546 18.399 0.151 -0.077 0.084
H 6.787 -21.118 16.728 0.366 0.492 -0.170
H 8.380 -21.094 17.567 -0.124 0.260 -0.032
H 5.561 -22.404 20.385 -0.247 -0.066 0.253
H 6.141 -23.993 20.943 0.125 -0.055 -0.666
H 4.448 -23.658 21.119 -0.168 0.353 -0.170
O 7.386 -31.197 16.691 -1.163 -0.564 0.694
S 6.543 -32.092 17.467 -0.635 -0.656 0.498
O 7.193 -33.115 18.276 -1.172 1.801 -0.602
O 5.462 -31.238 18.465 1.669 -1.473 -0.869
C 4.801 -30.083 17.955 0.318 1.189 -2.385
C 5.674 -28.822 17.863 -0.559 -0.479 1.320
C 5.368 -33.013 16.378 0.726 -0.033 0.196
H 3.814 -29.939 18.395 0.437 -0.130 0.955
H 4.499 -30.159 16.910 0.030 -1.082 -0.387
H 5.037 -28.048 17.434 0.173 0.215 0.058
H 6.568 -28.951 17.252 -0.198 -0.173 0.011
H 5.963 -28.565 18.882 0.152 0.416 -0.094
H 5.225 -32.539 15.407 -0.180 0.343 0.348
H 4.452 -33.260 16.914 0.042 0.511 0.002
H 5.848 -33.972 16.180 0.341 0.117 0.138
O 6.735 -22.579 13.779 3.090 1.011 0.245
S 8.203 -22.672 13.618 -0.747 -3.036 -0.072
O 9.058 -21.797 12.847 -1.116 -0.067 1.202
O 8.845 -22.941 15.154 -1.233 0.844 -1.275
C 10.241 -23.200 15.224 1.407 0.273 -0.849
C 10.774 -23.062 16.601 -0.868 0.395 1.428
C 8.435 -24.408 12.993 -0.555 1.939 1.158
H 10.822 -22.439 14.703 -0.382 -0.071 -0.849
H 10.498 -24.176 14.811 -0.279 -0.135 -0.076
H 10.137 -23.555 17.335 0.158 -0.371 0.092
H 10.730 -22.002 16.851 0.253 0.073 0.183
H 11.801 -23.416 16.691 -0.119 -0.028 -0.141
H 7.906 -24.456 12.041 0.583 0.000 -0.085
H 7.879 -24.958 13.751 0.195 -0.306 -0.116
H 9.512 -24.564 13.058 -0.278 -0.401 -0.627
O 4.027 -25.303 7.599 1.576 -2.547 1.993
S 4.354 -26.544 8.345 -1.417 0.688 2.128
O 4.499 -27.807 7.703 0.900 0.028 -0.964
O 5.679 -26.300 9.406 -1.773 1.525 -2.146
C 6.315 -27.412 10.011 0.076 -0.927 -0.541
C 7.538 -26.935 10.739 -0.031 -0.296 0.695
C 3.096 -26.892 9.628 -0.196 1.227 -0.122
H 6.632 -28.110 9.236 -0.314 -0.167 -0.074
H 5.632 -27.894 10.710 -0.009 -0.196 -0.071
H 8.206 -27.782 10.899 0.076 -0.068 -0.199
H 7.238 -26.655 11.749 0.199 0.585 -0.059
H 8.068 -26.157 10.190 -0.082 0.080 0.150
H 3.293 -27.776 10.234 0.604 0.007 -0.352
H 2.102 -27.016 9.198 0.181 0.070 -0.519
H 3.031 -26.008 10.262 0.158 -0.034 0.116
O 3.255 -31.229 12.339 -0.466 -0.849 -2.017
S 2.673 -31.670 11.074 -0.025 0.443 0.225
O 2.722 -30.854 9.866 0.566 -1.063 1.476
O 3.245 -33.217 10.781 0.368 2.671 1.992
C 3.153 -33.766 9.506 -1.027 -0.396 -1.918
C 2.626 -35.152 9.671 -0.196 -1.473 0.547
C 0.953 -32.086 11.327 0.868 -0.598 -0.528
H 4.080 -33.832 8.937 0.422 0.487 0.502
H 2.476 -33.151 8.913 -0.021 -0.014 -0.251
H 1.635 -35.217 10.119 -0.154 0.326 -0.142
H 3.259 -35.707 10.363 0.228 0.103 0.137
H 2.628 -35.779 8.779 -0.045 0.436 -0.317
H 0.704 -32.447 10.330 -0.439 -0.168 0.133
H 0.300 -31.254 11.591 0.437 0.000 0.178
H 1.009 -32.914 12.035 -0.515 0.194 0.094
O -0.086 -15.679 4.805 -2.235 -1.311 0.476
S -1.217 -16.586 5.086 2.616 0.178 0.916
O -2.357 -16.627 4.201 1.061 -0.410 0.991
O -0.535 -18.110 5.202 -2.068 1.243 -1.179
C 0.725 -18.247 5.839 0.871 -0.361 0.483
C 0.799 -19.708 6.355 -0.527 1.144 0.362
C -1.722 -16.424 6.877 -0.002 0.320 -1.637
H 0.795 -17.498 6.628 0.105 -0.376 0.384
H 1.546 -18.012 5.162 -0.135 -0.107 -0.301
H 0.671 -20.435 5.554 0.186 0.110 -0.069
H -0.027 -19.825 7.056 -0.164 -0.151 0.029
H 1.701 -19.888 6.942 0.168 0.113 -0.275
H -0.833 -16.251 7.483 -0.100 -0.402 -0.161
H -2.274 -17.337 7.100 0.220 0.079 0.204
H -2.361 -15.544 6.953 -0.055 -0.064 -0.161
C 4.141 -27.331 13.412 0.260 0.694 0.069
O 4.073 -26.567 14.605 -0.966 0.620 1.147
C 4.212 -25.119 14.480 -0.029 -0.741 -0.481
C 3.113 -24.439 13.587 1.791 -1.169 0.741
O 3.504 -24.551 12.263 0.700 0.797 -1.657
C 4.521 -23.602 11.842 -0.835 -0.486 -0.600
C 4.030 -22.919 10.563 -1.018 -0.287 1.515
O 2.844 -22.169 10.989 1.751 -1.152 0.367
C 2.288 -21.375 10.009 -0.120 0.497 -0.869
H 3.981 -28.393 13.600 -0.145 0.117 0.478
H 5.154 -27.249 13.019 0.138 0.068 -0.493
H 3.403 -26.981 12.690 0.109 -0.039 -0.234
H 5.244 -25.037 14.140 0.008 0.806 -0.805
H 4.256 -24.609 15.443 -0.438 -0.723 0.560
H 2.980 -23.381 13.810 -0.268 0.007 0.528
H 2.211 -25.039 13.708 -0.230 0.362 0.116
H 5.447 -24.153 11.676 0.103 0.019 -0.194
H 4.741 -22.819 12.568 -0.307 -0.244 0.354
H 3.737 -23.686 9.847 -0.026 0.106 -0.344
H 4.846 -22.302 10.186 -0.224 0.362 -0.204
H 1.410 -20.895 10.441 0.033 0.113 -0.101
H 1.991 -21.940 9.125 -0.263 -0.320 -0.147
H 2.994 -20.629 9.646 0.016 0.412 0.079
C 3.318 -16.947 8.405 -0.403 -0.191 0.433
O 2.129 -17.620 8.812 -0.019 -0.357 -0.816
C 1.606 -17.222 10.063 0.152 -0.304 -0.965
C 0.274 -17.893 10.328 -1.045 0.894 0.235
O -0.852 -17.109 9.766 0.582 -1.337 1.281
C -2.126 -17.501 10.325 0.234 -1.093 -0.445
C -2.435 -19.050 10.220 -0.330 1.463 -0.663
O -2.321 -19.433 8.874 -0.219 1.139 -0.199
C -2.754 -20.737 8.661 1.780 -0.998 -0.860
H 4.155 -17.244 9.036 0.184 0.054 0.130
H 3.180 -15.868 8.470 0.059 0.176 -0.056
H 3.557 -17.220 7.377 -0.258 -0.032 0.061
H 1.477 -16.140 10.041 -0.142 0.218 0.346
H 2.326 -17.498 10.833 -0.048 0.042 0.385
H 0.210 -17.958 11.414 -0.434 0.472 0.290
H 0.181 -18.939 10.036 0.384 0.057 -0.718
H -2.864 -16.905 9.788 -0.020 -0.283 -0.273
H -2.248 -17.208 11.368 0.436 0.000 0.319
H -3.471 -19.293 10.455 -0.175 0.490 0.862
H -1.793 -19.643 10.872 0.212 -0.096 0.090
H -3.748 -21.075 8.955 -0.200 0.629 0.299
H -1.992 -21.347 9.147 -0.284 -0.803 0.305
H -2.593 -20.907 7.596 -0.384 -0.103 -0.106
C 9.737 -33.527 14.651 -0.160 -0.292 0.287
O 10.963 -33.231 14.041 0.281 0.816 0.114
C 11.176 -31.915 13.602 -0.143 0.228 -1.533
C 10.273 -31.503 12.378 1.558 0.224 0.681
O 8.926 -31.305 12.675 -0.319 -1.147 0.228
C 8.604 -30.197 13.483 -1.246 -0.337 -0.722
C 7.060 -30.178 13.574 0.803 -0.486 0.541
O 6.407 -29.821 12.383 -0.145 1.926 1.082
C 6.392 -30.755 11.365 0.220 -1.314 -0.121
H 9.967 -34.468 15.151 -0.680 -0.106 0.000
H 8.922 -33.586 13.929 -0.014 -0.375 -0.133
H 9.403 -32.802 15.393 0.316 0.279 0.225
H 12.234 -31.931 13.342 -0.028 0.166 -0.636
H 11.143 -31.095 14.318 -0.545 -0.335 0.863
H 10.402 -32.232 11.577 -0.486 -0.265 0.148
H 10.642 -30.567 11.961 0.507 0.341 0.006
H 8.926 -29.307 12.942 0.122 0.488 0.150
H 9.048 -30.224 14.478 0.027 -0.123 0.100
H 6.832 -29.551 14.436 -0.460 0.867 -0.514
H 6.650 -31.124 13.926 0.399 -0.618 -0.183
H 7.399 -30.927 10.984 -0.122 0.251 -0.571
H 5.646 -30.467 10.624 0.279 0.210 -0.103
H 6.094 -31.728 11.755 -0.259 -0.297 0.114
C 8.509 -26.479 16.780 -0.733 0.220 0.122
O 9.152 -26.441 18.009 1.316 0.729 1.033
C 8.460 -26.979 19.116 -0.820 0.348 0.357
C 8.852 -26.326 20.501 0.488 -1.302 -1.567
O 8.738 -24.948 20.523 0.242 1.497 0.161
C 8.873 -24.402 21.866 -1.007 1.019 -1.472
C 9.202 -22.868 21.710 -0.484 -1.395 0.328
O 7.996 -22.061 21.730 1.714 -0.831 0.072
C 8.313 -20.690 21.517 -0.805 -0.181 -0.085
H 8.470 -27.469 16.324 0.071 -0.327 0.023
H 9.036 -25.806 16.103 0.006 0.040 0.015
H 7.490 -26.128 16.946 -0.334 0.087 -0.475
H 8.659 -28.051 19.083 0.091 -0.254 0.767
H 7.383 -26.882 18.978 -0.105 0.294 -0.110
H 9.897 -26.616 20.615 0.289 -0.018 0.579
H 8.243 -26.704 21.323 -0.085 -0.778 -0.155
H 9.561 -25.002 22.462 0.384 0.324 -0.078
H 7.876 -24.504 22.293 -0.032 0.098 0.560
H 9.755 -22.812 20.773 -0.203 0.361 -0.336
H 9.891 -22.539 22.488 -0.130 0.077 0.293
H 8.494 -20.514 20.457 -0.110 0.165 -0.150
H 9.175 -20.299 22.057 0.131 -0.384 0.339
H 7.420 -20.178 21.875 0.141 0.370 -0.299
C -3.269 -28.655 13.025 0.357 -0.748 -0.209
O -2.233 -27.802 12.677 1.838 1.234 0.029
C -0.862 -28.286 12.687 -0.391 1.512 -0.122
C 0.080 -27.030 12.516 -1.643 -1.269 0.578
O -0.233 -26.373 11.334 -0.135 -0.055 -0.420
C 0.274 -25.071 11.281 0.132 0.977 -1.364
C -0.256 -24.341 10.021 -0.318 -0.870 1.154
O 0.066 -25.079 8.862 0.762 1.072 -1.134
C -0.301 -24.380 7.636 -0.382 -0.539 0.610
H -3.264 -29.454 12.284 -0.551 -0.450 0.083
H -4.209 -28.104 12.994 0.103 0.049 -0.182
H -3.158 -29.070 14.027 0.092 -0.147 0.203
H -0.686 -28.994 11.877 -0.159 -0.120 -0.233
H -0.612 -28.751 13.640 -0.102 -0.096 0.190
H 1.124 -27.341 12.560 0.262 -0.105 0.043
H -0.157 -26.379 13.357 0.252 0.144 0.374
H 1.362 -25.013 11.268 0.320 -0.447 -0.133
H 0.016 -24.471 12.154 -0.459 -0.009 0.287
H 0.160 -23.335 10.084 0.354 0.223 -0.481
H -1.336 -24.225 10.109 -0.248 -0.059 -0.033
H -0.172 -23.298 7.672 -0.067 0.135 0.524
H -1.343 -24.632 7.439 -0.181 0.296 -0.092
H 0.267 -24.677 6.755 0.366 -0.606 0.449

---

[2]
10
Properties=species:S:1:pos:R:3:forces:R:3 method="wB97M-V/def2-TZVPD" charge=0 e_above_lowest_kcal_mol=17.0 smiles="F/C=C/CS" multiplicity=1
F -1.568 0.221 2.355 -0.133 -0.229 0.508
C -1.321 0.123 1.047 0.677 0.034 0.845
C -0.272 -0.454 0.531 1.251 -1.111 -2.562
C -0.068 -0.436 -1.005 -0.901 -0.111 1.437
S 1.529 0.315 -1.393 -1.007 0.862 -0.991
H -2.026 0.647 0.467 -0.808 0.577 -0.600
H 0.543 -1.096 0.883 -0.685 0.598 1.193
H -0.250 -1.456 -1.345 0.743 -0.068 -0.327
H -0.840 0.121 -1.500 -0.282 0.647 -0.214
H 2.189 -0.635 -0.840 1.145 -1.199 0.710

---

| no. | E_HOMO (hartree) | LUMO (Ha) |
| --- | --- | --- |
| 1 | -0.3432 | -0.005 |
| 2 | -0.3407 | 0.035 |